# 1
73
Properties=species:S:1:pos:R:3:lowdin_charge:R:1 method="wB97M-V/def2-TZVPD" spin_multiplicity=1 total_charge=-2 relative_energy_kcal_mol=0.0
Ag 0.49122 0.27733 -0.08226 0.64
C -1.71877 -3.09889 1.80027 -0.14
C -2.38031 -2.46026 0.57255 -0.64
C -3.44404 -3.42886 0.04652 -0.12
C -3.08478 -1.19262 1.08186 -0.14
Si -0.93455 -1.87277 -0.70226 0.85
C 0.21792 -3.49997 -0.98429 -0.64
C 1.21682 -3.55130 0.18222 -0.14
C -0.46867 -4.86503 -1.08804 -0.12
C 1.07126 -3.27761 -2.23979 -0.13
C -1.86699 -1.60054 -2.46779 -0.63
C -3.13089 -0.74970 -2.27801 -0.13
C -0.91566 -0.75217 -3.32953 -0.13
C -2.25483 -2.85242 -3.26177 -0.12
H -2.46696 -3.26222 2.59051 0.07
H -0.94165 -2.43878 2.19799 0.07
H -1.26630 -4.06468 1.56569 0.05
H -4.13823 -3.70553 0.85578 0.07
H -3.00077 -4.34654 -0.34309 0.05
H -4.03349 -2.97156 -0.74915 0.05
H -3.74333 -1.44028 1.92848 0.07
H -3.68971 -0.72045 0.30903 0.05
H -2.35074 -0.45187 1.41118 0.06
H 0.72728 -3.60440 1.15632 0.05
H 1.84057 -2.65548 0.15955 0.03
H 1.87615 -4.42681 0.07805 0.07
H -0.95607 -5.13379 -0.14794 0.05
H 0.27609 -5.64635 -1.30651 0.07
H -1.21920 -4.88740 -1.88026 0.05
H 1.55547 -2.29787 -2.19753 0.06
H 0.48403 -3.33875 -3.15779 0.05
H 1.85969 -4.04338 -2.29765 0.07
H -2.90097 0.13717 -1.68612 0.05
H -3.93668 -1.30549 -1.79354 0.05
H -3.50432 -0.42286 -3.26014 0.07
H -0.64831 0.16202 -2.79486 0.05
H -1.41222 -0.47261 -4.27091 0.07
H 0.00652 -1.28088 -3.57628 0.05
H -2.92502 -3.50172 -2.69435 0.06
H -1.37736 -3.43583 -3.54713 0.05
H -2.77358 -2.56061 -4.18759 0.07
C 2.64813 0.57275 5.68550 -0.07
C 2.66634 0.66641 4.18072 -0.29
C 2.77630 1.89908 3.54210 -0.05
C 2.80826 1.98555 2.16058 -0.05
C 2.72295 0.83425 1.39094 -0.30
C 2.60410 -0.40042 2.01422 -0.07
C 2.57445 -0.47993 3.40001 -0.05
S 3.05690 0.89871 -0.38572 0.37
O 4.43127 1.38523 -0.43296 -0.36
O 2.10203 1.82867 -0.98370 -0.38
O 2.90721 -0.48174 -0.83923 -0.39
H 3.23789 1.37358 6.13460 0.07
H 3.05700 -0.38339 6.01525 0.07
H 1.62999 0.65074 6.07635 0.07
H 2.83927 2.80470 4.13696 0.10
H 2.89957 2.94268 1.66283 0.12
H 2.56361 -1.28927 1.40163 0.08
H 2.48069 -1.44982 3.87746 0.10
Br -4.09294 5.73934 -3.43748 0.64
C -2.96376 5.50534 -1.90317 -0.68
C -2.64188 6.62770 -1.15739 -0.17
C -1.83193 6.46067 -0.04234 -0.10
C -1.36842 5.19942 0.30518 -0.03
C -1.69799 4.08791 -0.45688 -0.11
C -2.50697 4.24495 -1.58090 -0.07
C -1.19106 2.67660 -0.09430 -0.67
O -0.53237 2.57451 0.95947 -0.06
O -1.45871 1.78213 -0.92864 -0.10
H -3.00886 7.60332 -1.44626 0.08
H -1.56304 7.32390 0.55589 0.09
H -0.73788 5.04615 1.17232 0.11
H -2.74184 3.36425 -2.16308 0.11

# 2
10
Properties=species:S:1:pos:R:3:lowdin_charge:R:1 method="wB97M-V/def2-TZVPD" spin_multiplicity=1 relative_energy_kcal_mol=91.0
H 1.68698 -1.26159 1.00119 0.06
N 1.28176 -0.88168 1.85469 0.11
C 0.08361 -0.52266 1.79192 -0.26
N -1.00909 -1.14266 0.88113 0.13
C -0.83574 -0.41009 -0.07814 -0.21
C -0.67741 0.49763 -0.99536 -0.07
C -0.15468 1.06032 -2.06197 0.02
H -0.40306 -0.06338 2.64544 0.10
H 0.66257 1.76947 -2.00564 0.06
H -0.63494 0.95464 -3.03325 0.06

# 3
142
Properties=species:S:1:pos:R:3:lowdin_charge:R:1 method="wB97M-V/def2-TZVPD" spin_multiplicity=1
C 5.88799 -2.27862 -6.54672 -0.15
C 4.42996 -2.18925 -5.80826 -0.22
C 3.20077 -1.62435 -6.72612 -0.28
C 2.10262 -0.79938 -5.76603 -0.28
C 1.36205 -1.77772 -4.68264 -0.15
C -0.26174 -1.96727 -4.92610 -0.16
C -0.66957 -2.39764 -6.45934 -0.21
O -1.86969 -1.56825 -6.80734 -0.15
C 2.82335 0.53578 -5.11184 -0.13
C 3.20739 1.52964 -6.35775 -0.20
O 4.27092 0.98602 -7.26009 -0.28
S 3.67284 -0.41723 -8.07191 0.85
O 2.33014 -0.02989 -8.80924 -0.39
O 4.60850 -0.96155 -9.17006 -0.35
H 6.24757 -1.25138 -7.03706 0.08
H 5.94520 -3.07182 -7.41912 0.09
H 6.68908 -2.58667 -5.72264 0.09
H 4.14057 -3.31008 -5.51711 0.13
H 4.59466 -1.63402 -4.78756 0.12
H 2.61100 -2.57676 -7.13622 0.16
H 1.23594 -0.36596 -6.46507 0.14
H 1.50299 -1.28461 -3.60724 0.10
H 1.82116 -2.87156 -4.73819 0.12
H -0.85430 -0.99053 -4.65152 0.12
H -0.65262 -2.84360 -4.21546 0.12
H -0.99042 -3.52493 -6.58143 0.13
H 0.15080 -2.14608 -7.26866 0.11
H -1.73946 -1.13271 -7.70673 0.09
H 3.69404 0.30339 -4.36849 0.12
H 1.99424 1.10958 -4.47450 0.13
H 3.58855 2.54890 -5.87712 0.15
H 2.20413 1.76997 -6.92876 0.14
O -2.70983 -2.54467 -10.20168 0.15
C -1.59840 -2.34499 -10.66289 -0.50
O -0.49805 -2.04152 -9.90883 0.05
C 0.60107 -2.01912 -10.79730 -0.07
C -0.05066 -1.75353 -12.11123 -0.33
F 0.63308 -2.34421 -13.11684 0.08
O -1.30305 -2.38935 -11.99236 0.14
H 1.11270 -2.98693 -10.76611 0.15
H 1.31303 -1.23688 -10.52051 0.12
H -0.19674 -0.69103 -12.33318 0.18
O 0.58471 0.44740 -2.49812 0.12
C -0.02671 -0.16865 -1.64108 -0.49
O 0.43576 -1.30522 -1.03626 0.08
C -0.49686 -1.62661 -0.02390 -0.07
C -1.73824 -0.95479 -0.50280 -0.32
F -2.49828 -0.54711 0.53825 0.08
O -1.25677 0.18683 -1.17496 0.13
H -0.14346 -1.23063 0.93406 0.14
H -0.61868 -2.70929 0.06754 0.15
H -2.33980 -1.55995 -1.18941 0.18
O -3.69382 5.95725 -2.90426 0.14
C -2.81225 5.11513 -2.86518 -0.51
O -2.93641 3.90277 -2.24370 0.07
C -1.75795 3.18022 -2.53882 -0.07
C -0.78274 4.26436 -2.84753 -0.32
F 0.12004 3.85371 -3.76624 0.08
O -1.58124 5.27027 -3.42842 0.14
H -1.94154 2.51971 -3.39288 0.15
H -1.44704 2.57177 -1.68528 0.13
H -0.26537 4.66602 -1.96975 0.18
O -1.68015 -3.26444 3.32663 0.13
C -2.26457 -2.34288 3.87165 -0.50
O -3.50060 -2.45198 4.44769 0.06
C -3.75934 -1.21232 5.07558 -0.08
C -2.87675 -0.27746 4.32142 -0.32
F -2.44427 0.72567 5.11788 0.08
O -1.76944 -1.07758 3.97419 0.13
H -3.49580 -1.28083 6.13636 0.12
H -4.81609 -0.94419 4.99328 0.15
H -3.33123 0.13572 3.41464 0.18
O -7.55871 0.80239 -2.53140 0.14
C -6.93175 1.48617 -3.32338 -0.50
O -7.06724 2.84235 -3.44130 0.08
C -6.08250 3.26331 -4.36381 -0.07
C -5.81990 2.02164 -5.14548 -0.33
F -4.53476 1.97719 -5.56273 0.08
O -6.01686 0.99153 -4.20370 0.14
H -5.20050 3.61477 -3.81797 0.13
H -6.45505 4.07821 -4.99033 0.15
H -6.49366 1.87615 -5.99660 0.18
O -3.28101 -2.83136 7.49202 0.13
C -3.69956 -3.94978 7.24338 -0.48
O -3.37089 -5.06853 7.95881 0.09
C -4.15808 -6.12088 7.43840 -0.07
C -4.47545 -5.63823 6.06434 -0.31
F -5.68726 -6.08450 5.66434 0.08
O -4.54521 -4.23844 6.21468 0.13
H -5.05102 -6.24761 8.05968 0.12
H -3.59996 -7.06100 7.43044 0.15
H -3.71865 -5.89069 5.31397 0.18
O 0.24142 1.11171 2.29894 0.14
C 0.81626 1.36094 3.34552 -0.49
O 0.21142 1.91662 4.43953 0.08
C 1.17705 1.91846 5.47177 -0.07
C 2.46012 1.87782 4.71430 -0.33
F 3.40907 1.21060 5.40854 0.08
O 2.14059 1.12706 3.56489 0.13
H 1.03162 1.03777 6.10631 0.15
H 1.08764 2.81534 6.09064 0.12
H 2.83772 2.86223 4.41787 0.17
O 2.11155 3.37598 -0.24673 0.15
C 3.19420 2.87374 0.00524 -0.49
O 3.74826 2.83205 1.25534 0.07
C 4.92656 2.05924 1.14431 -0.08
C 5.26266 2.18816 -0.30211 -0.33
F 5.87130 1.07011 -0.75730 0.08
O 4.00260 2.29278 -0.92516 0.14
H 4.71230 1.02647 1.43903 0.15
H 5.71552 2.45217 1.79126 0.15
H 5.86796 3.06784 -0.54558 0.18
O -7.18294 -6.44801 8.69240 0.13
C -8.00168 -6.93151 7.92836 -0.50
O -8.01363 -8.24551 7.54791 0.08
C -9.18237 -8.42648 6.77380 -0.07
C -9.46712 -7.04551 6.29053 -0.33
F -10.79688 -6.85024 6.14464 0.08
O -9.01109 -6.22722 7.34377 0.15
H -9.98010 -8.82595 7.40896 0.15
H -9.00429 -9.12604 5.95264 0.15
H -8.94700 -6.77784 5.36460 0.18
O 1.50325 4.98221 5.57052 0.14
C 2.07809 5.23144 6.61710 -0.50
O 1.47326 5.78712 7.71111 0.08
C 2.43888 5.78895 8.74335 -0.07
C 3.72195 5.74832 7.98588 -0.34
F 4.67091 5.08110 8.68012 0.08
O 3.40242 4.99756 6.83647 0.14
H 2.29345 4.90827 9.37789 0.15
H 2.34947 6.68584 9.36223 0.15
H 4.09955 6.73273 7.68945 0.17
O 6.51913 6.42603 7.52645 0.14
C 7.40071 5.58391 7.56553 -0.48
O 7.27654 4.37155 8.18701 0.07
C 8.45501 3.64899 7.89189 -0.07
C 9.43021 4.73314 7.58318 -0.33
F 10.33299 4.32249 6.66447 0.08
O 8.63171 5.73904 7.00229 0.15
H 8.27142 2.98849 7.03783 0.15
H 8.76592 3.04055 8.74543 0.15
H 9.94759 5.13480 8.46096 0.18

# 4
20
Properties=species:S:1:pos:R:3:lowdin_charge:R:1 method="wB97M-V/def2-TZVPD" spin_multiplicity=1 relative_energy_kcal_mol=64.1
C 1.79444 -2.36229 -0.36101 0.00
C 0.59636 -2.18649 0.22593 -0.13
C 0.20930 -0.70264 0.41681 -0.23
C 0.71022 0.27505 -0.60573 -0.24
C -0.12981 1.56536 -0.61795 -0.25
N 0.09600 2.42625 0.58040 0.04
H 2.30234 -3.27790 -0.38855 0.03
H 2.30016 -1.62085 -0.96704 0.05
H 0.23194 -2.98313 0.84270 0.09
H 0.59772 -0.47037 1.50227 0.15
H -0.82656 -0.72037 0.35610 0.06
H 1.73086 0.36654 -0.31664 0.10
H 0.70041 -0.10317 -1.61153 0.11
H 0.13366 2.10918 -1.48614 0.08
H -1.15755 1.26269 -0.96232 0.11
H 0.65688 3.16644 0.45137 0.01
H 0.27882 1.85607 1.40264 0.06
O -3.81124 0.35415 0.58986 -0.08
H -3.36102 1.14616 0.08569 0.09
H -3.05291 -0.10066 0.86313 -0.03

Per-record Kohn-Sham gap, eV: 5.07 8.64 9.81 10.15
Per-record HOMO level, eV: -1.07 -8.94 -9.73 -9.29